(1)
Here is a molecular structure, C20H30F6FeO15P in a non-equilibrium geometry from the OMol25 dataset. Energies are from the ωB97M-V functional and the def2-TZVPD basis.

The geometry in XYZ format:
```
73
Properties=species:S:1:pos:R:3
Fe -1.273 0.757 -0.279
P -4.807 1.424 -0.780
F -3.578 2.297 -0.164
F -4.154 0.179 0.097
F -5.651 1.749 0.563
F -5.963 0.400 -1.279
F -5.406 2.707 -1.547
F -3.742 1.013 -1.933
C -3.760 -0.129 6.682
C -2.969 1.081 6.176
C -1.469 1.164 6.522
O -0.844 1.494 5.357
C -1.669 1.371 4.323
O -1.352 1.407 3.157
O -2.923 1.054 4.718
H -3.215 -1.029 6.395
H -4.762 -0.127 6.255
H -3.832 -0.063 7.768
H -3.445 2.023 6.450
H -1.077 0.234 6.934
H -1.360 2.000 7.213
C 0.896 -4.270 5.790
C 1.428 -4.212 4.267
C 0.882 -5.297 3.409
O 0.395 -4.607 2.245
C 0.383 -3.236 2.517
O -0.221 -2.380 1.848
O 1.008 -2.965 3.668
H 1.189 -5.148 6.365
H -0.192 -4.318 5.826
H 1.281 -3.477 6.431
H 2.505 -4.300 4.127
H 0.059 -5.791 3.925
H 1.663 -6.032 3.214
C -3.364 -4.506 -6.125
C -2.898 -4.440 -4.653
C -1.561 -5.013 -4.460
O -0.930 -4.152 -3.544
C -1.596 -3.051 -3.446
O -1.246 -2.059 -2.780
O -2.630 -3.083 -4.299
H -4.004 -3.643 -6.312
H -3.814 -5.495 -6.203
H -2.540 -4.435 -6.834
H -3.587 -4.913 -3.953
H -0.947 -5.125 -5.353
H -1.625 -5.980 -3.961
C 7.142 0.871 -0.457
C 6.089 1.562 0.371
C 5.611 2.842 -0.178
O 4.196 2.610 -0.273
C 3.806 1.427 0.159
O 2.609 1.020 0.196
O 4.868 0.773 0.497
H 6.825 0.676 -1.482
H 7.435 -0.049 0.050
H 8.010 1.530 -0.440
H 6.461 1.735 1.381
H 5.948 3.191 -1.154
H 5.849 3.623 0.545
C 0.731 6.972 -4.669
C 0.535 5.525 -5.302
C 1.748 4.681 -5.643
O 1.667 3.566 -4.782
C 0.490 3.665 -4.035
O 0.152 2.900 -3.131
O -0.124 4.794 -4.320
H -0.172 7.541 -4.446
H 1.457 7.533 -5.257
H 1.209 6.799 -3.704
H -0.194 5.472 -6.110
H 2.661 5.247 -5.455
H 1.707 4.412 -6.699
```

Its charge is +1. The value obtained for the HOMO energy (alpha / beta) is -12.97 / -12.97 eV. The energy above the lowest of the compared OMol25 structures with the same formula, charge and spin comes out at 671.74 kJ/mol. The multiplicity is 5. The value obtained for the frontier orbital gap (alpha / beta) is 5.81 / 4.74 eV. Its expectation value of S² is 6.003.



(2)
Here is 6 unconnected molecules or ions with the total composition C20H30F6O15P in a non-equilibrium geometry from the OMol25 dataset. Energies are from the ωB97M-V functional and the def2-TZVPD basis.

The geometry in XYZ format:
```
72
Properties=species:S:1:pos:R:3
P 0.032 0.699 -0.128
F -1.317 0.319 0.742
F 0.302 1.907 0.953
F 0.806 -0.419 0.769
F 1.435 1.052 -0.986
F -0.236 -0.501 -1.209
F -0.967 1.678 -0.984
C -4.434 -1.072 -1.296
C -4.808 0.395 -1.056
C -3.719 1.276 -1.428
O -4.241 2.253 -2.317
C -5.376 1.941 -2.706
O -6.018 2.529 -3.541
O -5.754 0.865 -2.017
H -4.080 -1.244 -2.313
H -5.155 -1.830 -0.990
H -3.709 -1.364 -0.536
H -5.176 0.784 -0.107
H -2.888 0.742 -1.891
H -3.373 1.691 -0.482
C -1.267 -3.580 -1.442
C 0.143 -4.226 -1.746
C 1.377 -3.533 -1.168
O 1.768 -4.449 -0.180
C 0.989 -5.465 -0.042
O 1.141 -6.399 0.713
O 0.191 -5.530 -1.152
H -2.051 -3.855 -2.147
H -1.093 -2.529 -1.671
H -1.554 -3.579 -0.390
H 0.315 -4.402 -2.808
H 1.230 -2.612 -0.603
H 2.198 -3.372 -1.866
C -4.757 0.611 3.014
C -3.442 0.436 3.822
C -2.299 1.387 3.316
O -1.870 1.963 4.545
C -2.780 1.722 5.569
O -2.536 2.089 6.672
O -3.800 1.143 5.056
H -5.015 -0.255 2.404
H -4.673 1.455 2.329
H -5.652 0.926 3.551
H -3.111 -0.592 3.971
H -2.628 2.165 2.626
H -1.618 0.641 2.907
C 4.257 0.159 -2.436
C 4.522 0.476 -3.944
C 5.856 0.508 -4.537
O 5.672 -0.216 -5.708
C 4.488 -0.764 -5.806
O 4.186 -1.573 -6.670
O 3.806 -0.434 -4.679
H 4.603 0.997 -1.830
H 4.798 -0.759 -2.210
H 3.218 -0.122 -2.263
H 4.252 1.524 -4.076
H 6.653 -0.062 -4.058
H 6.137 1.525 -4.811
C 3.485 1.745 1.512
C 2.689 2.443 2.694
C 1.908 1.505 3.575
O 2.177 2.037 4.834
C 3.263 2.833 4.796
O 3.866 3.224 5.787
O 3.642 3.080 3.500
H 4.285 2.361 1.102
H 2.810 1.710 0.656
H 3.803 0.717 1.688
H 1.953 3.166 2.343
H 2.288 0.488 3.485
H 0.855 1.573 3.299
```

Its charge is 0. The value obtained for the HOMO energy (alpha / beta) is -10.37 / -10.37 eV. The multiplicity is 2. The value obtained for the frontier orbital gap (alpha / beta) is 9.39 / 1.93 eV. Its expectation value of S² is 0.756.



(3)
Here is a molecular structure, C20H30F8NO11P2S2Y in a non-equilibrium geometry from the OMol25 dataset. Energies are from the ωB97M-V functional and the def2-TZVPD basis.

The geometry in XYZ format:
```
75
Properties=species:S:1:pos:R:3
Y 0.483 -0.783 -2.328
C 1.733 3.811 -1.420
C 2.052 2.750 -0.399
C 3.166 3.127 0.539
O 0.856 2.518 0.461
P -0.349 1.640 -0.013
O -0.196 1.110 -1.396
C -0.476 0.312 1.196
P 1.002 -0.717 1.168
O 1.499 -0.827 -0.233
O 2.078 0.065 2.016
C 1.975 0.140 3.470
C 2.094 1.592 3.872
C 3.048 -0.745 4.058
O 0.800 -2.016 1.981
C -0.311 -2.975 2.164
C -0.652 -2.938 3.631
C 0.157 -4.320 1.673
O -1.634 2.507 0.103
C -1.916 3.689 0.917
C -1.614 3.436 2.377
C -1.200 4.886 0.339
H 2.585 3.915 -2.093
H 1.552 4.774 -0.936
H 0.872 3.544 -2.028
H 2.269 1.801 -0.890
H 2.891 4.004 1.129
H 4.055 3.372 -0.043
H 3.409 2.305 1.207
H -1.337 -0.300 0.907
H -0.613 0.740 2.191
H 0.992 -0.242 3.766
H 3.117 1.945 3.744
H 1.821 1.712 4.921
H 1.438 2.219 3.266
H 4.033 -0.371 3.777
H 2.946 -1.769 3.703
H 2.974 -0.745 5.147
H -1.144 -2.621 1.554
H 0.205 -3.235 4.236
H -1.470 -3.631 3.830
H -0.972 -1.942 3.940
H 1.040 -4.639 2.229
H 0.388 -4.290 0.613
H -0.636 -5.054 1.822
H -2.991 3.806 0.785
H -0.544 3.290 2.541
H -2.161 2.569 2.746
H -1.920 4.303 2.963
H -0.125 4.828 0.510
H -1.577 5.790 0.821
H -1.386 4.966 -0.731
F -6.181 -2.066 -4.215
C -5.079 -2.106 -3.465
C -4.124 -1.112 -3.576
F -4.301 -0.102 -4.427
C -2.992 -1.185 -2.790
F -2.073 -0.193 -2.921
C -2.751 -2.202 -1.882
S -1.269 -2.265 -0.941
C -3.734 -3.177 -1.795
F -3.594 -4.202 -0.947
C -4.881 -3.140 -2.569
F -5.801 -4.099 -2.458
O 0.576 0.515 -4.128
N 1.667 1.076 -3.848
O 2.252 0.530 -2.871
F 2.571 -1.768 -5.073
C 1.745 -2.775 -5.337
F 2.462 -3.850 -5.659
F 0.976 -2.436 -6.365
S 0.697 -3.183 -3.872
O 1.512 -2.727 -2.715
O 0.455 -4.578 -3.973
O -0.442 -2.257 -3.975
```

Its charge is 0. The value obtained for the HOMO energy is -7.90 eV. The energy above the lowest of the compared OMol25 structures with the same formula, charge and spin comes out at 0.00 kJ/mol. The value obtained for the frontier orbital gap is 7.95 eV.



(4)
Here is a single C20H30FN3O2S molecule from the OMol25 dataset. Energies are from the ωB97M-V functional and the def2-TZVPD basis.

The geometry in XYZ format:
```
57
Properties=species:S:1:pos:R:3
C 2.362 3.675 0.463
O 3.587 2.998 0.565
C 3.443 1.598 0.497
C 4.834 0.971 0.507
H 5.378 1.348 1.372
H 5.369 1.289 -0.391
C 4.771 -0.555 0.574
N 4.023 -1.108 -0.535
C 2.754 -1.532 -0.400
O 2.190 -1.664 0.669
C 2.048 -1.875 -1.713
N 0.623 -1.810 -1.512
C -0.107 -0.741 -1.921
N -1.367 -0.608 -1.456
C -2.236 0.418 -2.014
C -2.408 1.571 -1.062
C -1.359 2.448 -0.809
C -1.502 3.493 0.085
C -2.703 3.682 0.750
C -3.764 2.825 0.519
C -3.598 1.787 -0.378
F -4.644 0.950 -0.590
H -4.711 2.947 1.020
H -2.817 4.498 1.448
H -0.677 4.165 0.261
H -0.428 2.300 -1.334
H -3.204 -0.035 -2.247
H -1.778 0.775 -2.941
C -1.935 -1.319 -0.311
C -2.149 -2.820 -0.541
C -2.933 -3.395 0.637
C -2.191 -3.138 1.946
C -1.986 -1.641 2.161
C -1.195 -1.036 1.004
H -1.110 0.046 1.133
H -0.184 -1.444 1.015
H -1.451 -1.469 3.097
H -2.959 -1.149 2.235
H -2.757 -3.557 2.780
H -1.219 -3.635 1.919
H -3.076 -4.468 0.493
H -3.919 -2.929 0.683
H -2.703 -2.963 -1.471
H -1.208 -3.363 -0.633
H -2.937 -0.896 -0.189
S 0.532 0.308 -3.049
H 0.345 -2.250 -0.646
H 2.325 -2.891 -2.017
H 2.318 -1.174 -2.507
H 4.382 -0.928 -1.460
H 5.781 -0.973 0.569
H 4.255 -0.872 1.483
H 2.855 1.233 1.354
H 2.900 1.324 -0.421
H 1.680 3.385 1.273
H 2.585 4.737 0.535
H 1.874 3.467 -0.498
```

As for the structure (SMILES): COCCCNC(=O)CNC(=S)N(Cc1ccccc1F)C1CCCCC1. Its charge is 0. The value obtained for the HOMO energy is -8.05 eV. The energy above the lowest of the compared OMol25 structures with the same formula, charge and spin comes out at 0.00 kJ/mol. The value obtained for the frontier orbital gap is 8.78 eV.



(5)
Here is a molecular structure, C20H30IN6O4Ru in a non-equilibrium geometry from the OMol25 dataset. Energies are from the ωB97M-V functional and the def2-TZVPD basis.

The geometry in XYZ format:
```
62
Properties=species:S:1:pos:R:3
C 3.322 -0.705 -1.997
I 2.791 -1.986 -4.395
H 4.369 -0.729 -1.556
H 3.368 0.274 -2.521
H 3.384 -1.708 -2.653
C -2.021 -1.912 -1.600
C -1.155 -2.874 -1.233
N 0.111 -2.396 -1.422
C 0.026 -1.008 -1.628
N -1.291 -0.811 -1.962
H -3.093 -1.912 -1.653
H -1.356 -3.886 -0.946
C 1.802 4.311 -1.082
C 1.775 2.056 -0.981
N 1.085 3.172 -1.365
H 3.760 4.509 -0.102
N 2.913 2.550 -0.392
H 1.422 5.286 -1.324
Ru 0.830 0.399 -0.504
C 2.295 -0.827 -0.819
O 2.566 -1.606 0.105
C 2.944 3.920 -0.481
C 4.020 1.802 0.175
H 4.682 2.516 0.686
H 4.592 1.288 -0.610
H 3.653 1.079 0.907
C -0.188 3.109 -2.044
H -0.526 4.115 -2.260
H -0.933 2.619 -1.417
H -0.069 2.559 -2.982
C -1.853 0.271 -2.745
H -1.775 0.038 -3.811
H -1.307 1.184 -2.544
H -2.907 0.393 -2.472
C 1.136 -3.348 -1.720
H 1.617 -3.032 -2.677
H 0.642 -4.298 -1.939
H 1.877 -3.458 -0.930
C -0.358 -2.243 2.589
C -1.787 -1.777 2.335
C -2.064 -0.237 2.454
C -3.601 0.008 2.473
C -4.359 -0.705 1.344
C -1.376 0.350 3.715
O -1.920 0.264 4.809
N -0.143 0.990 3.604
C 0.588 1.011 2.409
O 1.777 1.390 2.382
N -0.105 0.595 1.302
C -1.464 0.529 1.294
O -2.075 0.932 0.291
H 0.354 -1.891 1.821
H -0.360 -3.342 2.531
H 0.008 -1.971 3.595
H -2.114 -2.118 1.333
H -2.451 -2.256 3.080
H -3.972 -0.313 3.462
H -3.748 1.099 2.392
H -4.286 -1.803 1.454
H -5.416 -0.404 1.400
H -3.938 -0.398 0.369
H 0.300 1.337 4.454
```

Its charge is -2. The value obtained for the HOMO energy (alpha / beta) is 2.24 / -0.76 eV. The energy above the lowest of the compared OMol25 structures with the same formula, charge and spin comes out at 82.46 kJ/mol. The multiplicity is 6. The value obtained for the frontier orbital gap (alpha / beta) is 2.34 / 5.23 eV. Its expectation value of S² is 8.784.



(6)
Here is a single C20H30N2O5S molecule from the OMol25 dataset. Energies are from the ωB97M-V functional and the def2-TZVPD basis.

The geometry in XYZ format:
```
58
Properties=species:S:1:pos:R:3
C 3.551 -1.430 2.776
S 2.365 -1.795 1.471
C 0.815 -1.891 2.423
C 0.548 -0.693 3.320
C -0.336 -2.151 1.423
O -1.398 -2.827 2.060
C -0.913 -0.841 0.870
O -1.973 -0.390 1.258
N -0.139 -0.227 -0.054
C -0.493 1.056 -0.617
C -1.064 0.955 -2.031
O 0.005 0.381 -2.791
C -2.298 0.054 -2.096
C -3.526 0.710 -1.466
N -3.777 2.006 -2.083
C -4.674 2.229 -3.091
O -4.639 3.237 -3.773
C -5.734 1.150 -3.308
C -6.800 1.564 -4.283
C -6.518 1.683 -5.641
C -7.503 2.063 -6.533
C -8.795 2.342 -6.093
C -9.832 2.782 -7.092
O -11.117 2.777 -6.491
C -9.081 2.225 -4.743
C -8.089 1.837 -3.850
C -2.665 2.931 -1.928
C -1.401 2.350 -2.562
H 4.538 -1.477 2.320
H 3.403 -0.435 3.189
H 3.497 -2.175 3.569
H 0.877 -2.793 3.038
H -0.459 -0.768 3.732
H 1.254 -0.654 4.148
H 0.622 0.241 2.760
H 0.048 -2.739 0.580
H -1.171 -3.761 2.110
H 0.738 -0.640 -0.326
H -1.209 1.524 0.057
H 0.400 1.682 -0.662
H -0.289 0.277 -3.703
H -2.511 -0.153 -3.152
H -2.084 -0.900 -1.613
H -4.393 0.064 -1.567
H -3.363 0.851 -0.396
H -5.230 0.246 -3.664
H -6.188 0.892 -2.349
H -5.515 1.486 -5.998
H -7.265 2.147 -7.588
H -9.579 3.788 -7.448
H -9.806 2.108 -7.956
H -11.747 3.146 -7.116
H -10.082 2.432 -4.392
H -8.327 1.750 -2.796
H -2.934 3.871 -2.400
H -2.518 3.113 -0.860
H -0.549 3.016 -2.407
H -1.564 2.278 -3.643
```

As for the structure (SMILES): CS[C@@H](C)[C@@H](O)C(=O)NCC1(O)CCN(C(=O)Cc2ccc(CO)cc2)CC1. Its charge is 0. The value obtained for the HOMO energy is -8.65 eV. The energy above the lowest of the compared OMol25 structures with the same formula, charge and spin comes out at 79.05 kJ/mol. The value obtained for the frontier orbital gap is 9.18 eV.